A structure of composition C31H79N6NaO7 in a non-equilibrium geometry, computed with the ωB97M-V functional and the def2-TZVPD basis.

Each line ends with the Löwdin charge.
Element x y z (Å)
Na1 15.617 -32.211 -8.174  0.424
C1 17.722 -35.366 -6.743  -0.109
C2 17.915 -33.951 -6.184  -0.540
O1 17.002 -32.980 -6.422  -0.327
H1 18.128 -35.474 -7.754  0.035
H2 16.691 -35.690 -6.575  0.044
H3 18.327 -36.028 -6.107  0.055
H4 18.990 -33.705 -6.366  0.086
H5 17.938 -34.151 -5.087  0.058
C3 20.275 -36.194 -9.792  -0.069
C4 21.120 -37.161 -8.932  -0.427
C5 22.606 -36.845 -8.973  -0.212
O2 22.815 -35.466 -8.657  -0.198
C6 24.188 -35.214 -8.448  -0.120
N1 20.659 -37.181 -7.558  0.046
H6 20.390 -35.132 -9.582  0.066
H7 19.245 -36.516 -9.622  0.067
H8 20.435 -36.296 -10.871  0.075
H9 20.996 -38.175 -9.324  0.137
H10 23.156 -37.070 -9.893  0.122
H11 23.075 -37.441 -8.180  0.116
H12 24.571 -35.797 -7.606  0.088
H13 24.269 -34.142 -8.278  0.087
H14 24.781 -35.448 -9.341  0.084
H15 20.475 -36.217 -7.284  0.065
H16 19.738 -37.612 -7.567  0.063
C7 13.464 -35.030 -6.318  -0.019
C8 12.519 -34.063 -7.012  -0.419
C9 11.342 -33.654 -6.132  -0.218
O3 10.551 -34.736 -5.712  -0.180
C10 9.362 -34.297 -5.081  -0.100
N2 13.263 -32.910 -7.490  0.030
H17 14.208 -35.447 -6.999  0.073
H18 12.980 -35.875 -5.835  0.062
H19 14.035 -34.422 -5.606  0.081
H20 12.133 -34.494 -7.944  0.139
H21 10.706 -32.976 -6.716  0.121
H22 11.803 -33.145 -5.272  0.125
H23 9.646 -33.868 -4.109  0.086
H24 8.691 -35.132 -4.908  0.087
H25 8.902 -33.496 -5.670  0.083
H26 12.646 -32.196 -7.887  0.087
H27 13.654 -32.317 -6.755  0.086
C11 16.704 -36.459 -2.722  -0.040
C12 16.144 -35.059 -3.031  -0.381
C13 14.817 -34.768 -2.353  -0.208
O4 14.349 -33.563 -2.936  -0.169
C14 13.089 -33.204 -2.451  -0.137
N3 17.157 -34.044 -2.572  0.033
H28 15.863 -37.130 -2.518  0.048
H29 17.226 -36.442 -1.765  0.077
H30 17.332 -36.796 -3.544  0.072
H31 16.088 -34.807 -4.092  0.116
H32 14.856 -34.716 -1.257  0.130
H33 14.100 -35.586 -2.526  0.105
H34 13.031 -33.001 -1.373  0.087
H35 12.346 -33.980 -2.676  0.082
H36 12.728 -32.272 -2.890  0.083
H37 17.074 -33.795 -1.589  0.067
H38 18.039 -34.550 -2.605  0.049
C15 21.804 -31.328 -3.519  -0.079
C16 20.356 -30.895 -3.783  -0.434
C17 20.231 -30.429 -5.216  -0.200
O5 18.867 -30.072 -5.489  -0.187
C18 18.542 -30.013 -6.862  -0.130
N4 19.432 -31.977 -3.483  0.049
H39 22.101 -31.140 -2.485  0.069
H40 22.516 -30.755 -4.131  0.070
H41 21.989 -32.381 -3.729  0.072
H42 20.132 -30.077 -3.094  0.138
H43 20.696 -31.174 -5.873  0.125
H44 20.692 -29.451 -5.409  0.126
H45 19.057 -30.806 -7.412  0.079
H46 18.722 -29.003 -7.257  0.083
H47 17.468 -30.220 -6.858  0.072
H48 19.564 -32.246 -2.508  0.066
H49 19.662 -32.866 -3.922  0.059
C19 18.221 -33.149 -10.371  -0.055
C20 17.345 -32.118 -11.029  -0.400
C21 16.122 -32.834 -11.664  -0.180
O6 15.374 -33.483 -10.635  -0.219
C22 14.280 -34.243 -11.109  -0.086
N5 16.777 -31.119 -10.082  0.044
H50 18.696 -33.861 -11.047  0.081
H51 17.686 -33.687 -9.587  0.077
H52 19.093 -32.704 -9.876  0.086
H53 17.821 -31.616 -11.878  0.138
H54 16.495 -33.637 -12.299  0.131
H55 15.564 -31.989 -12.080  0.124
H56 13.796 -34.644 -10.218  0.082
H57 14.603 -35.093 -11.713  0.092
H58 13.549 -33.599 -11.604  0.091
H59 17.591 -30.704 -9.636  0.080
H60 16.281 -30.433 -10.638  0.085
C23 12.055 -40.422 -4.385  -0.035
C24 12.998 -39.201 -4.344  -0.488
C25 13.974 -39.506 -3.189  -0.128
C26 15.151 -40.383 -3.650  -0.171
C27 15.712 -40.021 -5.029  -0.132
C28 14.758 -39.664 -6.171  -0.498
N6 13.582 -38.972 -5.656  -0.120
O7 12.672 -38.622 -6.648  -0.010
C29 15.418 -38.800 -7.247  -0.021
C30 14.329 -41.024 -6.787  -0.029
C31 12.253 -37.947 -3.911  -0.041
H61 11.483 -40.468 -5.323  0.074
H62 11.224 -40.340 -3.673  0.085
H63 12.448 -41.430 -4.251  0.079
H64 14.404 -38.672 -2.633  0.091
H65 13.435 -40.083 -2.436  0.117
H66 14.895 -41.445 -3.600  0.102
H67 15.972 -40.277 -2.937  0.109
H68 16.336 -40.876 -5.306  0.120
H69 16.467 -39.236 -4.900  0.112
H70 14.770 -38.824 -8.124  0.080
H71 15.536 -37.761 -6.939  0.066
H72 16.392 -39.188 -7.551  0.086
H73 14.209 -41.694 -5.930  0.072
H74 13.336 -41.032 -7.258  0.070
H75 14.940 -41.552 -7.520  0.086
H76 11.437 -37.692 -4.590  0.083
H77 12.900 -37.071 -3.813  0.062
H78 11.853 -37.982 -2.892  0.090
H79 12.271 -39.460 -6.951  0.083

Properties
Orbital gap (eV): 5.9
Net charge: 0
Spin multiplicity: 1
Maximum force (eV Å⁻¹): 2.23
Energy relative to the best compared isomer or geometry (same formula, charge and spin) (kJ/mol): 0.0